Entry 1:
Here is C12H20F9KN2OPSSi2 as an isolated structure in a non-equilibrium geometry from the OMol25 dataset. Energies are from ωB97M-V with the def2-TZVPD basis set.

Computed properties:
Max |F| ... 10.83 eV/A
Electronic energy ... -3470.800777 hartree
HOMO energy ... -10.87 eV
Total charge ... +1
Spin multiplicity ... 1
Frontier orbital gap ... 0.251 Eh

Structure (XYZ):
```
49
C12H20F9KN2OPSSi2, DFT ωB97M-V with the def2-TZVPD basis set
C 1.795 3.468 2.784
C 0.230 2.899 2.666
P -0.570 3.785 1.172
C -2.469 3.956 1.540
Si -0.464 2.586 -0.676
N -2.126 2.516 -1.446
C -2.699 1.318 -1.001
S -3.635 -0.051 -0.494
O -0.012 0.888 -0.407
Si 0.925 0.250 -1.749
C 1.471 -1.591 -1.560
C 2.420 -1.903 -0.262
C 1.785 -3.011 0.797
F 0.897 -4.012 0.163
F 2.978 -3.787 1.303
C 1.159 -2.250 2.106
F 2.238 -2.259 3.164
F 0.807 -0.826 1.901
C -0.141 -2.981 2.786
F -0.023 -4.463 2.917
F -0.207 -2.464 4.205
C -1.596 -2.508 2.110
F -2.618 -3.512 2.588
F -1.575 -2.494 0.629
F -2.065 -1.194 2.690
C -0.172 0.322 -3.377
N 0.692 -0.263 -4.474
C 0.251 -1.678 -4.845
H 1.947 3.689 3.947
H 1.819 4.505 2.193
H 2.586 2.718 2.351
H 0.165 1.730 2.647
H -0.327 3.241 3.664
H -2.688 4.701 2.432
H -2.885 2.874 1.757
H -2.946 4.382 0.538
H 0.557 3.113 -1.613
H 2.107 1.085 -1.921
H 0.506 -2.246 -1.647
H 2.122 -1.842 -2.528
H 2.769 -0.905 0.257
H 3.420 -2.410 -0.673
H -1.195 -0.223 -3.207
H -0.401 1.447 -3.675
H 0.585 0.307 -5.350
H -0.553 -2.117 -4.093
H 1.187 -2.381 -4.770
H -0.174 -1.629 -5.941
K -5.880 -0.779 0.405
```

Löwdin atomic charge list, values in e, 5 entries: C -0.19; C -0.47; P 0.74; C -0.37; Si 0.31

Entry 2:
Here is C12H20KN2O3 as an isolated structure from the OMol25 dataset. Energies are from ωB97M-V with the def2-TZVPD basis set.

Computed properties:
Max |F| ... 0.12 eV/A
Electronic energy ... -1404.283336 hartree
HOMO energy ... -12.56 eV
Total charge ... +1
Spin multiplicity ... 1
ΔE to the lowest compared entry with this formula, charge and spin ... 2.92 kJ/mol
Frontier orbital gap ... 0.373 Eh

Structure (XYZ):
```
38
C12H20KN2O3, DFT ωB97M-V with the def2-TZVPD basis set
K -0.025 -1.078 -1.395
C 4.540 -1.855 -0.028
C 3.313 -0.986 -0.012
O 2.534 -0.957 -0.962
N 3.115 -0.248 1.101
C 1.990 0.660 1.270
C 0.872 0.057 2.090
C 0.775 0.318 3.450
C -0.240 -0.276 4.182
C -1.130 -1.111 3.528
C -0.963 -1.307 2.168
N 0.011 -0.742 1.453
H 5.062 -1.703 -0.970
H 4.225 -2.898 0.010
H 5.215 -1.657 0.802
H 3.785 -0.316 1.848
H 1.625 0.918 0.277
H 2.350 1.571 1.749
H 1.483 0.983 3.928
H -0.335 -0.087 5.243
H -1.939 -1.596 4.055
H -1.651 -1.946 1.624
C -3.624 -1.321 -2.521
O -2.690 -0.489 -1.847
C -2.892 0.885 -2.148
C -2.005 1.728 -1.262
O -0.618 1.557 -1.539
C -0.143 2.362 -2.609
H -4.645 -1.094 -2.204
H -3.394 -2.352 -2.264
H -3.556 -1.194 -3.606
H -3.937 1.165 -1.974
H -2.671 1.067 -3.208
H -2.155 1.443 -0.219
H -2.273 2.784 -1.363
H -0.353 3.418 -2.422
H -0.589 2.073 -3.564
H 0.935 2.224 -2.664
```

natural (NBO) atomic charge list, values in e, 5 entries: K 0.96; C -0.70; C 0.70; O -0.72; N -0.59

Entry 3:
Here is C12H20N2S as an isolated structure in a non-equilibrium geometry from the OMol25 dataset. Energies are from ωB97M-V with the def2-TZVPD basis set.

Computed properties:
Max |F| ... 7.17 eV/A
Electronic energy ... -976.700217 hartree
HOMO energy ... -7.97 eV
Spin multiplicity ... 1
ΔE to the lowest compared entry with this formula, charge and spin ... 689.82 kJ/mol
Frontier orbital gap ... 0.319 Eh

Structure (XYZ):
```
35
C12H20N2S, DFT ωB97M-V with the def2-TZVPD basis set
C 5.092 -1.413 -0.561
C 4.428 -1.046 0.900
C 2.312 0.259 0.152
C 0.528 -1.239 -0.254
C -0.351 -0.163 -0.452
C -1.845 -0.218 -0.683
C -2.586 -0.266 0.578
C -2.707 0.905 1.412
C -3.993 -0.835 0.359
C -4.719 -0.032 -0.652
C 1.471 1.369 -0.118
C 2.263 2.687 -0.506
H 5.674 -2.452 -0.762
H 4.177 -1.288 -1.339
H 5.956 -0.707 -1.006
H 3.786 -1.679 1.382
H 5.206 -0.915 1.685
H 0.197 -2.220 -0.699
H -2.009 -1.088 -1.375
H -1.961 0.800 -1.133
H -2.318 -1.142 1.418
H -3.770 1.722 1.133
H -1.527 1.350 1.125
H -2.909 0.626 2.615
H -4.359 -0.876 1.348
H -4.083 -1.909 -0.114
H -5.738 -0.615 -0.794
H -5.019 0.920 -0.372
H -4.200 -0.222 -1.629
H 1.430 3.243 -0.642
H 2.864 2.738 -1.378
H 2.907 3.064 0.331
N 1.735 -0.947 -0.013
N 0.199 1.037 -0.389
S 3.870 0.550 0.434
```

natural (NBO) atomic charge list, values in e, 5 entries: C -0.66; C -0.56; C -0.08; C 0.03; C 0.18

Number 1: LUMO level -4.03 eV. Number 2: LUMO level -2.40 eV. Number 3: LUMO level 0.71 eV.